Here is an isolated molecule of C21H35N5O2 at a distorted geometry from the Open Molecules 2025 dataset. Energies are from the ωB97M-V functional and the def2-TZVPD basis.

ΔE to the lowest compared entry with this formula, charge and spin ... 0.0 kcal/mol
SMILES ... CCCCCCn1c(CN2CCCC[C@H]2CC)nc2c1c(=O)n(C)c(=O)n2C
2S+1 ... 1

Geometry as XYZ:
```
63
C21H35N5O2, DFT the ωB97M-V functional and the def2-TZVPD basis
C -0.182 4.282 5.343
H 0.054 4.481 6.386
C -0.480 2.803 5.130
C -0.788 2.498 3.667
C -1.114 1.021 3.446
C -1.250 0.676 1.962
C 0.121 0.494 1.303
N 0.024 0.522 -0.135
C -0.350 -0.449 -0.999
N -0.423 -0.015 -2.248
C -0.088 1.289 -2.193
C 0.191 1.666 -0.888
C 0.599 2.989 -0.540
O 0.889 3.402 0.571
N 0.643 3.813 -1.668
C 0.362 3.470 -2.984
O 0.449 4.286 -3.876
N -0.009 2.166 -3.228
C -0.311 1.739 -4.576
H 0.186 2.416 -5.268
H 0.043 0.718 -4.703
H -1.388 1.770 -4.752
C 1.039 5.198 -1.471
H 1.948 5.408 -2.035
H 0.250 5.861 -1.824
H 1.211 5.342 -0.407
C -0.599 -1.875 -0.636
N 0.495 -2.683 -1.147
C 1.660 -2.677 -0.286
C 1.494 -3.549 0.968
C 1.109 -4.970 0.563
C -0.108 -4.950 -0.362
H -0.981 -4.575 0.176
H -0.333 -5.961 -0.705
C 0.181 -4.041 -1.567
C -0.926 -4.100 -2.622
C -0.653 -3.154 -3.785
H -1.456 -3.214 -4.516
H 0.279 -3.424 -4.275
H -0.570 -2.131 -3.431
H -0.980 -5.129 -2.988
H -1.897 -3.873 -2.175
H 1.101 -4.403 -2.048
H 0.899 -5.570 1.452
H 1.948 -5.433 0.038
H 2.425 -3.553 1.536
H 0.715 -3.133 1.612
H 1.887 -1.644 -0.012
H 2.503 -3.056 -0.873
H -0.742 -1.964 0.451
H -1.522 -2.178 -1.128
H 0.576 -0.447 1.623
H 0.774 1.320 1.589
H -1.781 1.484 1.454
H -1.837 -0.237 1.838
H -2.050 0.785 3.957
H -0.332 0.400 3.890
H -1.641 3.101 3.346
H 0.064 2.792 3.053
H -1.331 2.509 5.750
H 0.381 2.211 5.449
H 0.664 4.589 4.732
H -1.041 4.888 5.064
```

Results of the Mulliken charge analysis, in e, for atoms 1 through 4: C -1.2868; H 0.3919; C -0.4660; C -0.2257

Here is the ion C4H5N2 with charge +1 at a distorted geometry from the Open Molecules 2025 dataset. Energies are from the ωB97M-V functional and the def2-TZVPD basis.

ΔE to the lowest compared entry with this formula, charge and spin ... 40.7 kcal/mol
SMILES ... C=NC#CC=[NH2+]
2S+1 ... 1
Charge ... +1

Geometry as XYZ:
```
11
C4H5N2, DFT the ωB97M-V functional and the def2-TZVPD basis
C 2.722 -0.427 1.666
C -1.372 -0.026 -1.200
C 0.737 -0.212 0.333
C -0.321 -0.074 -0.321
N 1.919 -0.222 0.718
N -2.503 0.768 -1.236
H 3.691 0.009 1.871
H 2.363 -0.986 2.604
H -1.474 -0.806 -1.908
H -3.120 0.311 -1.867
H -2.642 1.664 -0.660
```

Results of the Mulliken charge analysis, in e, for atoms 1 through 4: C -0.1160; C -0.0446; C 0.8654; C -0.5279

Here is a structure of composition C30H52BFN6O9Pd at a distorted geometry from the Open Molecules 2025 dataset. Energies are from the ωB97M-V functional and the def2-TZVPD basis.

2S+1 ... 3
DFT total energy ... -66177.63808 eV

Geometry as XYZ:
```
100
C30H52BFN6O9Pd, DFT the ωB97M-V functional and the def2-TZVPD basis
Pd 0.212 2.060 -2.103
F 2.378 2.300 -2.571
B 0.327 0.541 -0.517
H 0.751 0.054 -1.381
H -0.638 0.976 -0.730
H 0.256 -0.185 0.277
H 1.059 1.308 -0.319
C 0.877 -0.895 -4.535
C -0.623 -0.693 -4.301
C -1.157 -1.908 -3.411
O -2.592 -2.008 -3.471
C -3.185 -2.197 -4.750
N -1.039 0.544 -3.558
H 1.491 -0.731 -3.649
H 1.293 -0.210 -5.275
H 1.076 -1.856 -5.009
H -1.018 -0.678 -5.317
H -0.989 -1.773 -2.343
H -0.663 -2.826 -3.730
H -4.206 -2.524 -4.554
H -2.604 -2.946 -5.288
H -3.161 -1.364 -5.453
H -2.019 0.467 -3.325
H -1.004 1.408 -4.080
C -0.616 4.523 1.635
C -0.581 3.522 0.413
C -2.017 3.514 -0.311
O -1.904 2.736 -1.484
C -3.110 2.719 -2.232
N 0.464 3.855 -0.477
H -1.324 4.224 2.409
H -0.973 5.495 1.296
H 0.322 4.738 2.148
H -0.295 2.513 0.708
H -2.257 4.553 -0.540
H -2.807 3.080 0.302
H -3.303 2.239 -3.192
H -3.254 3.697 -2.691
H -3.984 2.616 -1.588
H 1.358 3.933 -0.013
H 0.262 4.819 -0.700
C -5.356 -1.505 -0.512
C -3.983 -1.620 0.051
C -3.349 -2.914 -0.332
O -2.193 -3.108 0.569
C -1.385 -4.251 0.343
N -3.138 -0.568 -0.408
H -5.414 -1.947 -1.507
H -5.744 -0.487 -0.533
H -5.951 -2.021 0.242
H -4.125 -1.406 1.110
H -3.115 -2.951 -1.396
H -4.041 -3.746 -0.203
H -1.050 -4.712 1.272
H -0.520 -4.055 -0.290
H -1.975 -5.039 -0.126
H -2.733 -0.960 -1.246
H -2.357 -0.525 0.230
C 2.067 1.068 3.694
C 2.066 1.295 2.315
C 2.602 2.456 1.879
C 3.080 3.533 2.760
C 3.283 3.158 4.041
C 2.825 1.889 4.499
N 3.361 4.911 2.270
O 2.834 5.302 1.269
O 4.076 5.633 2.945
H 1.603 0.190 4.119
H 1.546 0.590 1.684
H 2.428 2.597 0.822
H 3.609 3.867 4.787
H 2.916 1.637 5.546
C 3.923 -1.875 -0.135
C 5.046 -2.634 -0.548
C 6.172 -1.877 -0.906
C 6.058 -0.499 -1.093
C 4.877 0.237 -0.743
C 3.819 -0.482 -0.222
N 7.184 0.120 -1.894
O 8.276 -0.423 -2.110
O 6.851 1.253 -2.334
H 3.081 -2.486 0.155
H 5.058 -3.710 -0.459
H 7.084 -2.349 -1.241
H 4.878 1.316 -0.784
H 2.878 0.020 -0.051
C -1.663 -1.089 2.564
C -0.392 -1.598 2.719
C -0.111 -2.488 3.792
C -1.075 -2.889 4.672
C -2.349 -2.496 4.485
C -2.659 -1.578 3.452
N -0.793 -3.764 5.794
O 0.025 -4.724 5.687
O -1.446 -3.586 6.856
H -1.882 -0.256 1.913
H 0.339 -1.349 1.964
H 0.939 -2.738 3.817
H -3.120 -2.783 5.183
H -3.666 -1.226 3.282
```

Results of the Mulliken charge analysis, in e, for atoms 1 through 4: Pd -0.4943; F -0.7589; B 5.8046; H -0.6745

Question: The highest 2S+1 belongs to which entry?
Answer: C30H52BFN6O9Pd